# C5H12O

An isolated molecule of C5H12O in a non-equilibrium geometry (ωB97M-V/def2-TZVPD, the Open Molecules 2025 dataset).

Maximum force ... 2.3 eV/Å
Relative energy (zero: lowest compared OMol25 entry of this formula, charge and spin) ... 2.5964 eV
HOMO energy ... -9.59 eV
LUMO energy ... 0.98 eV
Gap between HOMO and LUMO ... 10.576 eV
SMILES string ... CC[C@@H](C)CO

Geometry as XYZ:
```
18
Properties=species:S:1:pos:R:3:mulliken_charge:R:1
C 0.14 1.32 -1.63 -0.991
C 0.88 -0.13 -0.68 -1.087
C 0.15 -0.91 0.44 0.579
C 0.64 -0.57 1.86 -1.440
C -1.36 -0.55 0.30 -0.749
O -1.50 0.83 0.32 -0.638
H -0.72 2.06 -1.59 0.382
H -0.05 0.81 -2.56 0.300
H 1.01 1.98 -1.68 0.323
H 1.09 -0.79 -1.53 0.355
H 1.78 0.36 -0.33 0.379
H 0.19 -2.00 0.27 0.348
H 0.66 0.51 1.99 0.323
H -0.06 -0.97 2.60 0.364
H 1.63 -0.97 2.10 0.377
H -1.86 -1.03 1.14 0.431
H -1.73 -0.99 -0.65 0.278
H -0.77 1.10 -0.32 0.468
```

=====

# C5H12O

A cluster of 2 separate species, C5H12O in total in a non-equilibrium geometry (ωB97M-V/def2-TZVPD, the Open Molecules 2025 dataset).

Maximum force ... 2.4 eV/Å
Relative energy (zero: lowest compared OMol25 entry of this formula, charge and spin) ... 3.6895 eV
HOMO energy ... -9.05 eV
LUMO energy ... 1.14 eV
Gap between HOMO and LUMO ... 10.191 eV

Geometry as XYZ:
```
18
Properties=species:S:1:pos:R:3:mulliken_charge:R:1
C 1.59 1.38 -1.51 -1.273
C 0.50 0.41 -1.02 -0.065
C 0.51 0.23 0.52 -1.028
C -1.38 0.13 1.37 -0.368
O -1.61 -1.14 1.75 -0.332
C -1.07 -1.96 0.75 -0.347
H 1.50 2.35 -1.01 0.322
H 1.50 1.57 -2.60 0.356
H 2.60 0.99 -1.32 0.322
H 0.62 -0.54 -1.57 0.256
H -0.48 0.81 -1.32 0.265
H 1.43 -0.37 0.75 0.337
H 0.66 1.16 1.02 0.438
H -1.64 0.79 2.23 0.317
H -1.90 0.44 0.45 0.287
H -1.05 -2.99 1.13 0.285
H -0.11 -1.36 0.57 -0.016
H -1.65 -1.89 -0.19 0.245
```

=====

# C5H12O

A cluster of 2 separate species, C5H12O in total in a non-equilibrium geometry (ωB97M-V/def2-TZVPD, the Open Molecules 2025 dataset).

Maximum force ... 2.1 eV/Å
Relative energy (zero: lowest compared OMol25 entry of this formula, charge and spin) ... 2.8408 eV
HOMO energy ... -8.70 eV
LUMO energy ... 0.91 eV
Gap between HOMO and LUMO ... 9.605 eV
SMILES string ... C=CC.CCO

Geometry as XYZ:
```
18
Properties=species:S:1:pos:R:3:mulliken_charge:R:1
C 1.27 -0.21 1.48 -0.546
C 0.82 1.00 1.07 -0.181
C -0.31 1.65 1.83 -0.954
H 1.56 -1.03 0.83 0.220
H 1.17 -0.50 2.53 0.248
H 1.49 1.72 0.59 0.344
H -0.06 2.69 2.04 0.323
H -0.46 1.16 2.80 0.323
H -1.26 1.60 1.30 0.228
C -0.24 -0.24 -2.17 -0.982
C -0.56 -1.57 -1.53 -0.301
O -0.85 -1.55 -0.15 -0.515
H -0.94 0.56 -1.91 0.312
H -0.18 -0.43 -3.24 0.349
H 0.74 0.13 -1.85 0.242
H -1.47 -1.96 -2.02 0.290
H 0.13 -2.37 -1.79 0.316
H -0.87 -0.65 0.18 0.287
```

=====

# C5H12O

An isolated molecule of C5H12O (ωB97M-V/def2-TZVPD, the Open Molecules 2025 dataset).

Maximum force ... 0.4 eV/Å
Relative energy (zero: lowest compared OMol25 entry of this formula, charge and spin) ... 0.4692 eV
HOMO energy ... -9.65 eV
LUMO energy ... 1.16 eV
Gap between HOMO and LUMO ... 10.807 eV
SMILES string ... CCOC(C)C

Geometry as XYZ:
```
18
Properties=species:S:1:pos:R:3:mulliken_charge:R:1
C -1.83 -0.38 -1.92 -1.236
C -1.30 -0.49 -0.50 -0.189
O 0.07 -0.20 -0.54 -0.355
C 0.65 -0.02 0.75 0.493
C 2.05 -0.61 0.67 -1.382
C 0.58 1.45 1.15 -1.166
H -1.21 -0.99 -2.58 0.293
H -1.77 0.67 -2.25 0.291
H -2.87 -0.71 -1.97 0.381
H -1.83 0.22 0.17 0.302
H -1.45 -1.51 -0.09 0.287
H 0.08 -0.61 1.49 0.305
H 2.53 -0.69 1.65 0.385
H 2.68 -0.01 0.01 0.317
H 1.97 -1.61 0.24 0.333
H -0.42 1.84 0.90 0.306
H 1.31 2.05 0.60 0.292
H 0.74 1.59 2.22 0.343
```

=====

# C5H12O

An isolated molecule of C5H12O (ωB97M-V/def2-TZVPD, the Open Molecules 2025 dataset).

Maximum force ... 0.5 eV/Å
Relative energy (zero: lowest compared OMol25 entry of this formula, charge and spin) ... 0.4679 eV
HOMO energy ... -10.06 eV
LUMO energy ... 0.95 eV
Gap between HOMO and LUMO ... 11.012 eV
SMILES string ... CCC(C)(C)O

Geometry as XYZ:
```
18
Properties=species:S:1:pos:R:3:mulliken_charge:R:1
C -1.69 1.29 -0.32 -1.306
C -0.47 0.59 -0.91 -0.472
C 0.29 -0.42 0.04 1.337
C 1.82 -0.46 -0.23 -1.674
C 0.11 -0.42 1.58 -1.524
O -0.25 -1.70 -0.32 -0.600
H -2.34 0.58 0.19 0.309
H -2.30 1.78 -1.10 0.393
H -1.39 2.06 0.40 0.317
H 0.21 1.33 -1.35 0.351
H -0.83 0.01 -1.77 0.285
H 2.39 0.22 0.42 0.373
H 2.06 -0.22 -1.27 0.386
H 2.17 -1.47 -0.01 0.408
H 0.75 0.27 2.12 0.351
H 0.39 -1.43 1.90 0.396
H -0.93 -0.26 1.90 0.322
H 0.01 -1.85 -1.23 0.348
```

=====

# C5H12O

An isolated molecule of C5H12O (ωB97M-V/def2-TZVPD, the Open Molecules 2025 dataset).

Maximum force ... 0.5 eV/Å
Relative energy (zero: lowest compared OMol25 entry of this formula, charge and spin) ... 0.9173 eV
HOMO energy ... -9.47 eV
LUMO energy ... 0.93 eV
Gap between HOMO and LUMO ... 10.401 eV
SMILES string ... COC(C)(C)C

Geometry as XYZ:
```
18
Properties=species:S:1:pos:R:3:mulliken_charge:R:1
C 2.04 -0.29 -0.16 -0.751
O 1.04 0.47 0.45 -0.417
C -0.33 0.22 0.12 1.549
C -0.59 1.09 -1.13 -1.370
C -0.69 -1.25 -0.19 -1.675
C -0.97 0.52 1.48 -1.506
H 2.86 0.36 -0.48 0.247
H 1.69 -0.87 -1.02 0.330
H 2.44 -0.99 0.58 0.265
H 0.34 1.08 -1.74 0.325
H -1.38 0.68 -1.77 0.336
H -0.82 2.13 -0.91 0.324
H -0.47 -1.54 -1.22 0.423
H -0.14 -1.92 0.49 0.388
H -1.77 -1.40 -0.03 0.441
H -0.41 -0.10 2.19 0.354
H -0.81 1.56 1.78 0.345
H -2.04 0.27 1.57 0.391
```

=====

# C5H12O2

A cluster of 3 separate species, C5H12O2 in total (ωB97M-V/def2-TZVPD, the Open Molecules 2025 dataset).

Maximum force ... 0.5 eV/Å
Relative energy (zero: lowest compared OMol25 entry of this formula, charge and spin) ... 1.9469 eV
HOMO energy ... -9.89 eV
LUMO energy ... 0.57 eV
Gap between HOMO and LUMO ... 10.458 eV
SMILES string ... CCC=O.C=C.O

Geometry as XYZ:
```
19
Properties=species:S:1:pos:R:3:mulliken_charge:R:1
C 2.85 -0.44 0.63 -1.247
C 1.75 0.20 -0.22 -0.246
C 0.47 -0.07 0.51 0.023
O 0.02 0.70 1.34 -0.593
H 3.85 -0.27 0.21 0.353
H 2.81 -0.02 1.64 0.330
H 2.69 -1.52 0.72 0.340
H 1.73 -0.24 -1.23 0.293
H 1.88 1.28 -0.30 0.316
H 0.00 -1.06 0.34 0.344
C -1.29 0.39 -1.61 -0.534
C -2.48 0.53 -1.04 -0.539
H -1.00 -0.52 -2.14 0.255
H -0.55 1.18 -1.56 0.294
H -3.24 -0.25 -1.09 0.322
H -2.75 1.42 -0.48 0.242
O -2.57 -0.33 1.60 -0.656
H -1.71 0.14 1.58 0.402
H -2.44 -1.13 1.08 0.301
```

=====

# C5H12O2

A cluster of 2 separate species, C5H12O2 in total (ωB97M-V/def2-TZVPD, the Open Molecules 2025 dataset).

Maximum force ... 0.4 eV/Å
Relative energy (zero: lowest compared OMol25 entry of this formula, charge and spin) ... 2.1123 eV
HOMO energy ... -9.87 eV
LUMO energy ... 1.07 eV
Gap between HOMO and LUMO ... 10.937 eV
SMILES string ... CC[C@@H]1CO1.CO

Geometry as XYZ:
```
19
Properties=species:S:1:pos:R:3:mulliken_charge:R:1
C -0.57 -0.64 -2.07 -1.107
C -0.60 0.58 -1.15 -0.426
C -1.53 0.50 0.03 -0.020
C -1.22 1.23 1.27 -0.268
O -1.10 -0.19 1.22 -0.514
H -1.57 -1.00 -2.33 0.333
H -0.01 -1.46 -1.60 0.277
H -0.06 -0.39 -3.00 0.312
H 0.41 0.78 -0.79 0.178
H -0.92 1.46 -1.73 0.392
H -2.58 0.30 -0.19 0.395
H -0.28 1.77 1.32 0.184
H -2.01 1.60 1.91 0.255
C 2.34 -0.68 1.28 -0.612
O 1.33 -1.24 0.47 -0.478
H 3.27 -0.72 0.72 0.233
H 2.48 -1.24 2.22 0.269
H 2.14 0.37 1.54 0.222
H 0.48 -1.03 0.88 0.374
```

=====

# C5H12O2

A structure of composition C5H12O2 (ωB97M-V/def2-TZVPD, the Open Molecules 2025 dataset).

Maximum force ... 0.4 eV/Å
Relative energy (zero: lowest compared OMol25 entry of this formula, charge and spin) ... 5.0396 eV
HOMO energy (alpha / beta) ... -7.79 / -7.79 eV
LUMO energy (alpha / beta) ... 0.52 / 0.52 eV
Gap between HOMO and LUMO (alpha / beta) ... 8.311 / 8.313 eV

Geometry as XYZ:
```
19
Properties=species:S:1:pos:R:3:mulliken_charge:R:1
C -2.05 0.89 -1.67 -0.618
O -1.45 0.27 -0.67 -0.195
C -0.16 0.04 -0.62 -0.738
C 0.36 -0.75 0.56 0.852
C 1.77 -1.28 0.25 -1.560
C 0.39 0.11 1.84 -0.661
O -0.90 0.49 2.29 -0.531
H -1.53 1.72 -2.15 0.347
H -1.12 -0.34 -2.76 0.129
H -3.13 0.92 -1.56 0.222
H -0.44 -0.67 -2.45 0.002
H 0.50 0.77 -1.10 0.457
H -0.32 -1.59 0.74 0.171
H 2.15 -1.87 1.10 0.397
H 2.48 -0.46 0.07 0.345
H 1.77 -1.92 -0.63 0.399
H 0.83 -0.47 2.66 0.346
H 1.04 0.99 1.67 0.297
H -1.38 0.86 1.53 0.339
```

=====

# C5H12O2

A cluster of 3 separate species, C5H12O2 in total (ωB97M-V/def2-TZVPD, the Open Molecules 2025 dataset).

Maximum force ... 0.5 eV/Å
Relative energy (zero: lowest compared OMol25 entry of this formula, charge and spin) ... 2.3791 eV
HOMO energy ... -9.43 eV
LUMO energy ... 0.66 eV
Gap between HOMO and LUMO ... 10.086 eV
SMILES string ... C=CCC.C=O.O

Geometry as XYZ:
```
19
Properties=species:S:1:pos:R:3:mulliken_charge:R:1
C -0.62 0.38 -1.50 -1.047
C 0.28 -0.36 -0.86 0.058
C 1.65 0.10 -0.47 -0.400
C 2.29 -0.58 0.74 -1.051
H -1.44 -0.09 -2.03 0.464
H -0.57 1.46 -1.54 0.278
H 0.11 -1.43 -0.73 0.291
H 2.25 -0.16 -1.35 0.328
H 1.69 1.19 -0.39 0.292
H 3.36 -0.37 0.77 0.339
H 1.83 -0.25 1.68 0.224
H 2.16 -1.67 0.68 0.273
C -2.75 -0.15 -0.09 -0.184
O -2.86 0.84 0.61 -0.522
H -2.14 -1.02 0.20 0.278
H -3.28 -0.23 -1.05 0.354
O -0.47 0.45 1.91 -0.616
H -0.09 1.32 1.78 0.309
H -1.40 0.58 1.64 0.331
```

=====

# C5H12O2

An isolated molecule of C5H12O2 in a non-equilibrium geometry (ωB97M-V/def2-TZVPD, the Open Molecules 2025 dataset).

Maximum force ... 1.4 eV/Å
Relative energy (zero: lowest compared OMol25 entry of this formula, charge and spin) ... 1.0186 eV
HOMO energy ... -9.96 eV
LUMO energy ... 0.83 eV
Gap between HOMO and LUMO ... 10.796 eV
SMILES string ... CC[C@@H](O)[C@@H](C)O

Geometry as XYZ:
```
19
Properties=species:S:1:pos:R:3:mulliken_charge:R:1
C -1.75 2.01 0.19 -1.205
C -0.74 1.00 0.71 -0.507
C -0.12 0.15 -0.39 -0.149
O 0.62 0.91 -1.32 -0.568
C 0.65 -0.99 0.28 0.262
C 1.07 -2.09 -0.69 -1.166
O 1.69 -0.45 1.06 -0.512
H -1.30 2.68 -0.54 0.283
H -2.57 1.48 -0.31 0.315
H -2.16 2.60 1.01 0.381
H 0.08 1.48 1.26 0.332
H -1.21 0.31 1.42 0.326
H -0.91 -0.33 -0.98 0.385
H 1.17 1.54 -0.83 0.385
H -0.12 -1.50 0.93 0.140
H 2.06 -2.53 -0.50 0.327
H 0.31 -2.80 -0.40 0.357
H 1.00 -1.85 -1.76 0.263
H 2.34 -1.15 1.19 0.352
```

=====

# C5H12O2

A cluster of 2 separate species, C5H12O2 in total in a non-equilibrium geometry (ωB97M-V/def2-TZVPD, the Open Molecules 2025 dataset).

Maximum force ... 2.7 eV/Å
Relative energy (zero: lowest compared OMol25 entry of this formula, charge and spin) ... 1.3207 eV
HOMO energy ... -9.95 eV
LUMO energy ... 0.94 eV
Gap between HOMO and LUMO ... 10.888 eV
SMILES string ... CC(C)CC=O.O

Geometry as XYZ:
```
19
Properties=species:S:1:pos:R:3:mulliken_charge:R:1
C -1.14 -1.29 0.46 -1.584
C -0.91 0.20 0.22 1.065
C -1.97 1.25 0.38 -1.532
C 0.37 0.56 0.98 -0.941
C 1.71 0.35 0.29 0.019
O 2.18 1.18 -0.42 -0.500
H -0.26 -1.91 0.33 0.365
H -1.90 -1.70 -0.22 0.389
H -1.66 -1.51 1.41 0.387
H -0.63 0.15 -0.85 0.121
H -1.88 2.14 -0.23 0.350
H -2.92 0.76 0.10 0.385
H -2.14 1.56 1.42 0.342
H 0.34 0.08 1.97 0.443
H 0.46 1.64 1.16 0.344
H 2.22 -0.57 0.62 0.341
O 2.37 -1.14 -2.51 -0.610
H 2.69 -0.41 -1.97 0.321
H 3.08 -1.34 -3.12 0.298
```

=====

# C5H12O2

A cluster of 3 separate species, C5H12O2 in total in a non-equilibrium geometry (ωB97M-V/def2-TZVPD, the Open Molecules 2025 dataset).

Maximum force ... 2.5 eV/Å
Relative energy (zero: lowest compared OMol25 entry of this formula, charge and spin) ... 5.2209 eV
HOMO energy ... -8.60 eV
LUMO energy ... 0.46 eV
Gap between HOMO and LUMO ... 9.063 eV

Geometry as XYZ:
```
19
Properties=species:S:1:pos:R:3:mulliken_charge:R:1
C 2.40 -0.92 -0.03 -1.101
C 1.63 0.38 0.22 -0.224
C 0.20 0.27 0.56 0.079
O -0.24 1.38 1.28 -0.591
C -0.64 -0.07 -0.63 -0.648
C -2.13 -0.29 -0.29 -0.411
O -2.69 0.95 0.13 -0.587
H 3.11 -0.74 -0.83 0.329
H 2.97 -1.29 0.84 0.312
H 1.73 -1.73 -0.34 0.304
H 1.26 1.12 -1.21 0.124
H 2.16 1.09 0.86 0.375
H 0.08 -0.69 1.10 0.171
H -1.14 1.60 0.95 0.445
H -0.25 -0.93 -1.18 0.338
H 0.21 0.98 -1.55 0.165
H -2.32 -1.05 0.50 0.323
H -2.65 -0.67 -1.19 0.291
H -3.49 0.78 0.65 0.307
```

=====

no.,DFT total energy (eV)
1,-7424.7149
2,-7423.6218
3,-7424.4706
4,-7426.8422
5,-7426.8435
6,-7426.3940
7,-9473.1888
8,-9473.0234
9,-9470.0961
10,-9472.7566
11,-9474.1171
12,-9473.8149
13,-9469.9148